{"formula": "C31H80Cl4O27S9", "method": "the ωB97M-V functional and the def2-TZVPD basis", "species": ["C", "Cl", "Cl", "H", "H", "H", "C", "C", "H", "H", "H", "C", "C", "Cl", "H", "C", "O", "H", "H", "C", "H", "O", "H", "C", "H", "C", "H", "S", "H", "H", "C", "C", "H", "H", "H", "H", "H", "O", "O", "C", "H", "H", "S", "H", "H", "H", "O", "H", "H", "H", "C", "H", "H", "C", "S", "Cl", "H", "H", "H", "C", "H", "O", "C", "H", "H", "S", "O", "S", "O", "H", "H", "H", "H", "O", "O", "O", "O", "H", "O", "O", "H", "C", "C", "H", "H", "H", "C", "H", "H", "C", "H", "H", "C", "C", "H", "H", "C", "O", "O", "H", "H", "H", "H", "O", "O", "H", "H", "H", "O", "H", "H", "H", "H", "O", "H", "C", "O", "H", "H", "C", "H", "H", "S", "H", "C", "O", "H", "S", "H", "C", "H", "C", "C", "H", "H", "S", "O", "O", "C", "S", "H", "H", "H", "H", "O", "H", "H", "O", "O", "H", "C"], "xyz": [[2.35, -2.91, -3.30], [3.89, -1.43, 2.83], [8.02, 0.86, 0.62], [2.20, -3.51, -4.19], [-4.74, -4.33, 2.73], [0.66, 4.30, 1.49], [-4.06, -4.72, 3.49], [1.72, 4.12, 1.33], [-7.58, -7.99, 0.96], [1.94, -0.41, 5.55], [-3.55, 0.22, 1.47], [-7.11, -7.74, 1.92], [3.90, 2.73, -3.96], [4.04, -3.52, 0.35], [1.98, -0.22, -0.38], [-1.00, -5.24, -3.40], [-0.27, 1.69, 1.62], [0.91, -2.02, 0.82], [-1.52, 2.94, -0.51], [1.76, 0.57, 0.33], [-2.86, 3.05, 4.50], [2.76, -0.42, -2.49], [-0.79, 3.67, 5.49], [-1.37, -0.61, -3.64], [-6.95, -8.66, 2.47], [4.69, -3.00, 2.93], [6.03, -2.67, 1.24], [-1.32, 6.50, -2.42], [2.08, 3.37, 2.03], [-4.21, 1.78, 1.77], [1.01, 0.05, 5.22], [-1.04, 2.87, -1.49], [-3.03, -6.97, -3.04], [0.91, 5.81, -2.90], [6.72, 0.73, -1.33], [0.99, 6.71, -5.11], [4.58, -0.26, -0.02], [1.00, -0.88, -4.13], [2.29, 6.26, 2.70], [-1.95, 2.65, 4.05], [-3.15, -4.14, 3.51], [-1.10, 1.86, -1.89], [-5.05, -1.31, -1.32], [1.10, 0.65, 4.33], [5.81, -4.34, 1.73], [3.00, 2.15, -4.10], [0.06, 0.21, 7.64], [-3.15, -8.61, -3.51], [-3.20, 1.55, 0.34], [-7.89, -7.20, 2.46], [-4.02, -2.00, -0.03], [0.88, 5.45, -6.33], [-2.61, -8.14, -1.81], [-0.82, -2.63, 1.84], [-0.86, -7.79, -3.33], [4.84, 2.10, 0.24], [2.45, 0.52, 1.16], [0.02, 3.08, -1.29], [1.24, -2.43, 2.49], [-5.21, 0.83, 0.13], [2.79, 6.37, 5.99], [4.12, 5.07, 1.59], [5.30, -3.39, 1.60], [-2.08, -0.47, -2.83], [-1.10, -2.95, 2.86], [0.11, 0.47, 1.01], [-0.95, 1.63, 5.95], [2.49, -1.18, -3.66], [-0.71, -7.73, -4.74], [3.95, -3.74, 3.23], [-0.23, -4.03, -1.85], [-1.52, 0.25, -4.30], [-4.01, -3.04, -0.36], [-2.97, -6.99, 4.09], [-1.67, 5.15, -1.61], [0.41, -0.56, 2.21], [1.30, 2.16, 6.72], [0.15, 2.68, 4.48], [-4.41, -1.57, -2.55], [-4.85, 0.27, -1.15], [5.47, 0.23, 1.38], [1.57, 6.15, -5.85], [5.38, 0.40, 0.32], [2.29, 4.71, 4.08], [4.59, 2.12, -3.37], [-0.90, -3.51, 1.20], [2.79, 5.61, -5.18], [-2.68, 3.69, -2.64], [3.48, 6.37, -4.82], [0.04, -0.55, -3.09], [1.85, 6.89, -6.60], [-1.67, -1.46, -4.24], [-1.64, 3.92, -2.37], [-0.79, 2.68, 5.03], [0.77, 7.52, -2.38], [-0.30, -4.95, -4.19], [-3.96, 1.08, 0.96], [-0.13, -8.78, -2.63], [2.66, 3.73, -1.92], [-1.75, 3.29, 3.20], [-1.67, -2.01, 1.55], [0.26, 0.45, -2.72], [-3.06, -1.52, -0.18], [-0.52, -6.37, -2.69], [2.47, 6.33, 0.25], [0.27, -0.73, 5.06], [2.56, 7.66, 4.84], [3.31, -3.18, -2.86], [-0.78, -0.19, 0.08], [-1.98, -4.27, -1.73], [-1.30, -3.09, -2.85], [1.22, 6.64, 5.10], [6.98, -0.82, -0.60], [-3.16, -6.39, 1.69], [0.67, 6.14, -1.20], [2.31, 6.61, 5.05], [-1.89, 7.56, -1.66], [-5.81, 1.73, 0.01], [5.45, -2.96, 3.71], [-1.17, -4.08, -2.43], [1.82, 3.69, 0.33], [0.15, -1.25, -2.25], [3.40, 4.18, -3.05], [-1.16, 4.10, -3.34], [-5.89, -6.87, 1.79], [2.34, 4.76, -4.08], [-2.17, 1.62, 3.76], [0.41, 1.06, 6.57], [-1.96, -5.42, -3.90], [2.76, 5.68, 3.93], [3.42, 4.96, -5.80], [6.69, 0.20, -0.38], [0.45, 6.50, -2.19], [-5.29, -7.21, 0.96], [-4.47, -1.88, 0.94], [2.79, 5.53, 1.37], [-6.41, -1.65, -1.10], [-5.12, -7.05, 3.01], [0.52, -1.94, 1.84], [-3.66, -6.41, 3.02], [4.38, 3.10, -4.87], [1.92, 1.52, -0.18], [-6.13, -5.81, 1.68], [3.85, 5.61, 3.94], [3.26, -1.03, -4.83], [-5.89, 0.17, 0.68], [-4.53, -4.78, 4.47], [-1.64, 6.31, -3.79], [4.42, 5.16, -2.94], [1.56, -3.08, -2.58], [-2.58, -7.95, -2.87]], "lowdin_charge": [-0.104, 0.632, 0.560, 0.081, 0.052, 0.078, -0.099, -0.136, 0.082, 0.070, 0.062, -0.066, -0.092, 0.559, 0.044, -0.282, -0.260, 0.103, 0.071, -0.120, 0.082, -0.280, 0.126, -0.064, 0.085, -0.625, 0.058, 0.578, 0.063, 0.086, -0.115, -0.053, 0.055, 0.034, 0.064, 0.071, 0.045, -0.238, -0.246, -0.074, 0.051, 0.057, 0.549, 0.046, 0.082, 0.065, -0.254, 0.077, 0.067, 0.080, -0.115, 0.088, 0.071, -0.059, 0.565, 0.647, 0.039, 0.070, 0.094, -0.251, 0.082, -0.285, -0.636, 0.066, 0.073, 0.593, -0.228, 0.543, -0.265, 0.073, 0.069, 0.092, 0.070, -0.248, -0.258, -0.280, -0.271, 0.099, -0.269, -0.242, 0.006, -0.055, -0.689, 0.112, 0.068, 0.088, -0.240, 0.126, 0.120, -0.270, 0.088, 0.080, -0.250, -0.305, 0.086, 0.122, -0.066, -0.253, -0.295, 0.074, 0.048, 0.102, 0.047, -0.241, -0.253, 0.071, 0.083, 0.065, -0.286, 0.078, 0.055, 0.078, 0.066, -0.285, 0.047, -0.068, -0.260, 0.126, 0.081, -0.043, 0.025, 0.096, 0.553, 0.111, -0.259, -0.299, 0.072, 0.576, 0.114, -0.265, 0.116, -0.654, -0.100, 0.109, 0.067, 0.565, -0.256, -0.252, -0.273, 0.552, 0.067, 0.046, 0.116, 0.118, -0.246, 0.115, 0.074, -0.281, -0.244, 0.043, -0.103], "max_force_ev_per_a": 2.218, "de_lowest_ev": 0.0000, "homo_energy_ev": -10.8555}


{"formula": "C24H19F5N3O7S2Ti", "method": "the ωB97M-V functional and the def2-TZVPD basis", "species": ["C", "C", "H", "C", "H", "H", "C", "O", "C", "C", "C", "C", "C", "C", "F", "N", "H", "S", "F", "H", "H", "C", "F", "C", "O", "H", "H", "C", "H", "O", "C", "H", "O", "H", "C", "C", "H", "H", "H", "H", "H", "O", "H", "C", "C", "F", "O", "C", "Ti", "S", "F", "C", "H", "N", "H", "N", "C", "C", "C", "C", "O"], "xyz": [[11.59, 9.32, 19.44], [10.04, 7.25, 19.39], [10.24, 5.16, 18.58], [7.11, 7.05, 6.48], [11.20, 4.70, 12.92], [8.83, 5.99, 17.95], [14.65, 6.36, 13.16], [8.55, 6.44, 13.04], [7.28, 10.53, 13.18], [6.35, 9.94, 13.96], [6.69, 8.94, 14.92], [6.96, 7.48, 8.96], [11.18, 7.89, 17.47], [9.32, 5.82, 9.31], [6.95, 11.59, 12.39], [12.91, 7.99, 13.55], [11.10, 9.51, 20.36], [11.79, 9.06, 16.38], [9.42, 10.57, 12.27], [12.60, 9.05, 19.63], [7.95, 6.84, 5.77], [9.00, 9.11, 14.10], [5.86, 8.52, 15.89], [12.24, 5.84, 13.98], [13.58, 11.28, 12.48], [14.97, 5.31, 13.17], [16.51, 7.19, 12.46], [9.85, 6.15, 18.33], [11.55, 10.24, 18.83], [10.41, 7.70, 12.14], [8.75, 6.60, 10.34], [10.13, 5.17, 9.46], [11.26, 6.48, 14.53], [9.13, 5.55, 7.18], [8.58, 10.07, 13.19], [7.63, 7.41, 10.18], [10.38, 6.86, 20.37], [6.71, 8.07, 6.34], [15.47, 9.54, 12.16], [10.53, 6.34, 16.19], [7.24, 7.91, 11.08], [11.74, 10.22, 13.35], [6.36, 6.30, 6.23], [13.68, 8.96, 13.10], [8.70, 6.00, 8.08], [5.03, 10.26, 13.84], [12.11, 4.66, 13.51], [15.48, 7.42, 12.74], [10.95, 8.50, 13.96], [9.53, 6.46, 11.95], [8.45, 7.64, 15.92], [14.94, 8.71, 12.60], [5.97, 7.94, 8.91], [10.62, 6.66, 17.20], [9.08, 7.73, 19.62], [10.99, 8.20, 18.76], [7.60, 6.85, 7.92], [8.06, 8.55, 14.96], [13.35, 6.68, 13.50], [13.03, 10.31, 12.92], [10.36, 5.27, 11.90]], "lowdin_charge": [-0.040, -0.067, 0.124, -0.037, 0.131, 0.125, 0.060, -0.274, -0.129, -0.092, -0.096, -0.018, -0.678, -0.026, 0.115, 0.026, 0.090, 0.796, 0.098, 0.090, 0.092, -0.131, 0.121, -0.372, 0.177, 0.148, 0.132, -0.122, 0.078, -0.387, -0.247, 0.101, -0.110, 0.124, -0.223, -0.037, 0.135, 0.084, 0.132, 0.127, 0.121, -0.132, 0.085, -0.156, -0.028, 0.115, 0.168, 0.034, 1.144, 0.647, 0.053, 0.074, 0.137, 0.014, 0.128, -0.143, -0.255, -0.187, -0.109, -0.460, -0.269], "charge": 1, "max_force_ev_per_a": 3.485, "de_lowest_ev": 0.0000, "homo_energy_ev": -11.7531}


{"formula": "C16H24NaO12", "method": "the ωB97M-V functional and the def2-TZVPD basis", "species": ["C", "O", "H", "C", "C", "H", "H", "C", "H", "C", "C", "H", "H", "C", "O", "O", "H", "H", "H", "C", "O", "C", "O", "C", "O", "H", "H", "H", "O", "H", "H", "H", "H", "Na", "C", "C", "C", "H", "H", "H", "O", "C", "H", "H", "C", "H", "O", "H", "O", "O", "O", "C", "H"], "xyz": [[-2.86, -1.09, -0.82], [1.05, -1.80, 1.95], [1.06, -4.43, 4.15], [1.55, 2.25, 1.45], [2.51, -2.55, 3.63], [1.38, 4.44, 3.51], [-2.40, 2.69, -5.91], [0.39, 2.61, 3.41], [2.44, 3.23, 4.24], [0.93, 2.78, -6.95], [-0.22, 1.90, -4.15], [-3.28, -4.39, 0.28], [-2.84, -2.86, -1.82], [-1.42, 2.23, -5.97], [1.81, 1.88, 0.32], [-1.51, -0.72, -1.16], [-1.24, 1.46, -6.72], [1.96, 2.95, -6.62], [-4.66, -3.31, 0.12], [-0.74, -1.71, -0.87], [-0.02, 1.37, -3.05], [0.47, -3.96, 3.37], [0.40, 1.99, 2.11], [-2.78, -2.53, -0.79], [2.99, -1.44, 2.97], [-0.49, 4.18, -6.01], [-3.12, -0.65, 0.14], [0.55, -4.56, 2.46], [2.65, -0.53, 1.00], [-0.39, 3.33, 3.64], [0.81, 0.69, 4.13], [-0.48, -4.15, 3.87], [-3.65, -0.65, -1.42], [2.20, 0.10, -1.64], [1.02, -2.52, 3.25], [0.32, 1.59, 4.50], [2.29, -1.27, 1.84], [2.77, -2.59, 4.69], [0.87, 1.69, -6.97], [-0.69, 1.35, 4.82], [-1.29, 1.54, -4.84], [-0.18, 3.13, -5.99], [-3.30, -3.05, 1.24], [0.83, 3.12, -7.98], [-3.57, -3.34, 0.23], [0.57, -1.84, 3.97], [2.36, 3.01, 2.24], [0.78, 1.97, 5.41], [0.49, -1.62, -0.79], [0.32, 2.95, -4.67], [-1.44, -2.84, -0.50], [1.73, 3.41, 3.43], [3.04, -3.45, 3.30]], "lowdin_charge": [-0.074, 0.086, 0.078, -0.494, -0.144, 0.131, 0.152, -0.295, 0.137, -0.002, -0.561, 0.089, 0.166, -0.133, 0.118, 0.127, 0.140, 0.095, 0.091, -0.502, 0.113, -0.013, 0.103, -0.372, 0.080, 0.158, 0.145, 0.095, 0.164, 0.150, 0.082, 0.079, 0.153, 0.689, -0.234, -0.022, -0.560, 0.146, 0.086, 0.088, 0.087, -0.276, 0.089, 0.097, 0.004, 0.143, 0.077, 0.094, 0.086, 0.127, 0.091, -0.093, 0.137], "charge": 1, "max_force_ev_per_a": 4.727, "de_lowest_ev": 3.1639, "homo_energy_ev": -13.1330}


{"formula": "C6H8N2O2S", "method": "the ωB97M-V functional and the def2-TZVPD basis", "species": ["H", "C", "H", "N", "C", "H", "H", "H", "H", "O", "C", "O", "H", "S", "C", "H", "N", "C", "C"], "xyz": [[0.31, -0.06, -1.38], [-1.87, 1.19, 1.08], [3.41, 0.96, 0.29], [2.63, 0.46, 0.19], [2.63, -0.98, 0.01], [1.09, -2.29, -0.18], [-0.86, 1.04, 0.93], [-2.22, 1.50, 2.13], [-2.99, -1.18, -1.50], [3.66, -1.57, -0.10], [-1.20, -1.43, -0.21], [1.08, 2.13, 0.54], [-2.24, 1.78, 0.23], [-2.50, -0.52, 0.79], [1.41, 0.98, 0.32], [-1.96, 0.30, -1.52], [1.39, -1.35, -0.26], [0.42, -0.33, -0.34], [-2.19, -0.64, -1.02]], "lowdin_charge": [0.099, -0.273, 0.111, 0.209, -0.522, 0.133, -0.052, 0.086, 0.056, 0.101, -0.272, 0.061, 0.060, 0.962, -0.362, 0.079, 0.049, -0.100, -0.424], "max_force_ev_per_a": 4.899, "de_lowest_ev": 5.2999, "homo_energy_ev": -8.5649}


{"formula": "C3H5NOS3", "method": "the ωB97M-V functional and the def2-TZVPD basis", "species": ["C", "H", "O", "C", "H", "S", "C", "N", "H", "H", "H", "S", "S"], "xyz": [[-1.53, 1.80, -0.18], [1.43, -0.66, -1.42], [-0.66, 0.59, -0.23], [2.43, -1.19, 0.57], [-2.75, 1.31, -0.36], [-0.23, -2.01, -0.31], [-1.16, -0.57, -0.03], [1.47, -1.40, -0.45], [-1.31, 2.41, 1.06], [-0.92, 2.60, -1.04], [2.43, -2.27, 1.59], [-2.74, -0.84, 0.55], [3.55, 0.23, 0.25]], "lowdin_charge": [-0.107, 0.192, -0.270, -0.658, 0.095, 0.902, -1.214, -0.472, 0.180, 0.153, 0.214, 0.609, 0.377], "max_force_ev_per_a": 5.082, "de_lowest_ev": 6.9239, "homo_energy_ev": -8.7951}


{"formula": "C4H8NOS", "method": "the ωB97M-V functional and the def2-TZVPD basis", "species": ["H", "H", "H", "O", "C", "S", "H", "H", "C", "N", "H", "H", "C", "C", "H"], "xyz": [[-1.59, 0.64, -0.88], [-1.84, -0.52, 0.51], [-1.00, -2.80, -0.58], [0.67, -2.75, -1.55], [-1.11, 0.06, -0.07], [2.25, 1.42, -0.45], [-0.33, 2.13, -0.14], [1.43, 1.43, 1.91], [-0.21, -2.14, -0.91], [-0.17, -0.83, -0.74], [0.63, -0.32, -1.17], [1.34, -0.11, 1.13], [1.14, 0.96, 0.93], [-0.30, 1.24, 0.56], [-0.91, 1.59, 1.45]], "lowdin_charge": [0.100, 0.106, 0.116, -0.072, -0.192, 0.143, 0.076, 0.040, -0.397, -0.001, 0.067, 0.036, -0.785, -0.333, 0.095], "charge": -1, "max_force_ev_per_a": 2.846, "de_lowest_ev": 1.0327, "homo_energy_ev": -2.6880}


So what do the calculations give for electronic energy? Going down the list: -236330.27525, -102367.71058, -45962.82893, -24257.47346, -39228.32600, -18651.17739 eV.